Here is a structure of composition C16H28IrN3O8S5 in a non-equilibrium geometry from the OMol25 dataset. Energies are from ωB97M-V with the def2-TZVPD basis set.

Output
total charge: +1
multiplicity: 6
lowest unoccupied orbital energy (alpha / beta): -2.117 / -5.025 eV

Element x y z (Å)
1 Ir 0.5789 -0.4797 0.1000
2 C -2.4593 3.6043 1.0607
3 N -2.1156 2.5309 0.0880
4 C -3.2307 2.0468 -0.7096
5 C -0.8802 2.0626 -0.0889
6 O -0.6176 1.1346 -0.8848
7 C 0.2662 2.6721 0.6874
8 O 1.4471 2.0083 0.2930
9 C 1.9906 2.5803 -0.8798
10 C 2.3363 1.4934 -1.8942
11 O 1.9444 0.3224 -1.7332
12 N 3.1053 1.8132 -2.9334
13 C 3.6758 0.7249 -3.7293
14 C 3.4626 3.1567 -3.3254
15 H -2.2341 4.6002 0.7041
16 H -1.9035 3.4662 1.9785
17 H -3.4942 3.4885 1.3008
18 H -3.7120 2.8801 -1.2634
19 H -4.0119 1.6313 -0.0503
20 H -2.8943 1.2707 -1.4132
21 H 0.1758 2.5145 1.7862
22 H 0.3550 3.7533 0.5280
23 H 2.9003 3.1549 -0.6084
24 H 1.3262 3.2885 -1.3607
25 H 3.8986 -0.1723 -3.1171
26 H 4.6407 1.0635 -4.0830
27 H 3.0076 0.4272 -4.5414
28 H 4.4558 3.4229 -2.9031
29 H 2.6928 3.8718 -2.9778
30 H 3.5227 3.2947 -4.4065
31 O 5.0753 -5.6893 -0.7801
32 C 4.3492 -4.7504 -0.6552
33 S 2.7105 -4.6922 -1.3941
34 C 2.2414 -3.1749 -0.6784
35 C 3.2221 -2.4860 0.0564
36 S 2.9883 -1.0097 0.7873
37 S 4.8007 -3.2718 0.2114
38 S 0.6589 -2.5747 -1.0041
39 C -4.4723 -3.0135 0.5640
40 N -3.5516 -1.9621 0.9587
41 C -3.6762 -1.5037 2.3363
42 C -2.5046 -1.6005 0.2037
43 C -2.4302 -2.1125 -1.1685
44 O -1.6806 -0.8045 0.6960
45 H -4.6456 -3.6378 1.4530
46 H -4.0672 -3.6526 -0.1610
47 H -5.4351 -2.6369 0.2512
48 H -4.7526 -1.3522 2.5491
49 H -3.1001 -0.5920 2.4845
50 H -3.2558 -2.2308 3.0139
51 H -3.3961 -2.0561 -1.6524
52 H -2.1775 -3.1606 -1.1994
53 H -1.6929 -1.5602 -1.7488
54 C 1.4865 -1.1686 4.2856
55 S 0.1736 -0.8593 3.0985
56 O 0.4481 0.3958 2.3535
57 O -1.0570 -0.8262 3.8349
58 O 0.3575 -1.9877 2.1508
59 H 1.5233 -0.3035 4.9642
60 H 2.4589 -1.2664 3.7660
61 H 1.1718 -2.0862 4.7997